43
Properties=species:S:1:pos:R:3:mulliken_charge:R:1 method="wB97M-V/def2-TZVPD" e_lumo_ev=0.55 fmax_ev_per_a=1.0 homo_ev=-8.4 molar_mass_g_mol=346.8
C 0.548 -0.647 3.163 -0.906
O 0.470 0.427 2.259 -0.056
C 1.563 0.498 1.375 -0.829
C 1.524 -0.546 0.285 0.581
C 0.317 -1.080 -0.120 -0.203
C 0.252 -2.072 -1.101 -0.178
C -1.012 -2.685 -1.521 -0.526
N -2.152 -2.158 -1.703 -1.177
N -2.351 -0.834 -1.581 0.516
C -3.604 -0.296 -1.696 0.512
O -4.610 -0.942 -1.827 -0.594
C -3.577 1.233 -1.651 -1.033
C -2.695 1.780 -0.566 0.108
C -3.020 1.566 0.770 -0.168
C -2.241 2.087 1.785 -0.728
C -1.119 2.835 1.464 0.400
Cl -0.163 3.526 2.720 -0.197
C -0.764 3.042 0.142 -0.765
C -1.551 2.510 -0.864 -0.102
C 1.446 -2.521 -1.660 -1.135
C 2.659 -1.976 -1.287 -0.603
C 2.715 -0.982 -0.315 0.807
O 3.861 -0.391 0.124 -0.433
C 5.090 -0.817 -0.414 -0.978
H -0.340 -0.588 3.789 0.264
H 1.443 -0.567 3.792 0.314
H 0.566 -1.613 2.646 0.351
H 2.513 0.418 1.921 0.404
H 1.513 1.495 0.925 0.168
H -0.574 -0.747 0.394 1.086
H -0.982 -3.746 -1.736 0.437
H -1.559 -0.208 -1.430 0.371
H -4.607 1.564 -1.507 0.355
H -3.241 1.586 -2.629 0.328
H -3.901 0.990 1.013 0.467
H -2.501 1.923 2.818 0.476
H 0.112 3.625 -0.100 0.454
H -1.276 2.682 -1.896 0.359
H 1.421 -3.298 -2.410 0.447
H 3.561 -2.342 -1.752 0.416
H 5.273 -1.877 -0.213 0.376
H 5.141 -0.635 -1.492 0.363
H 5.850 -0.219 0.087 0.252



49
Properties=species:S:1:pos:R:3:mulliken_spin:R:1 method="wB97M-V/def2-TZVPD" e_lumo_ev="1.87 / 0.16" fmax_ev_per_a=7.8 charge=-1 multiplicity=6 homo_ev="-3.7 / -3.7" molar_mass_g_mol=465.2
Fe -0.062 -0.567 -0.569 3.766
C -0.047 2.678 1.029 -0.020
C -1.059 2.084 0.228 -0.023
C -2.632 2.336 0.564 0.003
O -3.502 1.797 -0.126 -0.008
C -2.943 2.972 1.830 0.031
C -1.904 3.400 2.630 0.039
C -0.431 3.316 2.131 0.036
O 0.549 3.863 2.766 0.159
O -2.226 3.688 3.871 0.811
O -0.710 1.342 -0.704 0.048
H 0.977 2.611 0.694 0.003
H -3.960 2.864 2.177 -0.010
C 0.021 0.412 3.422 0.000
C 0.262 -0.300 2.162 -0.025
C 1.726 -0.149 1.555 -0.003
O 1.789 -0.525 0.360 0.047
C 2.804 0.078 2.460 0.013
C 2.502 0.513 3.753 -0.001
C 1.080 0.795 4.177 0.008
O 0.876 1.488 5.276 0.022
O 3.516 0.371 4.542 0.005
O -0.583 -0.739 1.368 0.032
H -0.959 0.784 3.678 -0.002
H 3.801 -0.265 2.229 0.000
C 2.388 0.842 -2.357 0.003
O 1.212 -0.065 -2.299 0.010
C 0.264 0.159 -3.394 -0.004
C -0.794 -0.901 -3.443 -0.001
N -1.594 -0.894 -2.125 0.040
C -2.110 -2.174 -1.796 -0.014
C -1.015 -3.265 -1.621 0.008
O 0.005 -2.701 -0.718 0.017
C 1.158 -3.595 -0.537 0.008
H 2.144 1.753 -1.811 -0.001
H 2.802 0.874 -3.365 0.001
H 3.104 0.331 -1.714 0.001
H 0.739 0.104 -4.374 0.000
H -0.167 1.155 -3.298 -0.003
H -0.336 -1.867 -3.652 -0.004
H -1.461 -0.584 -4.245 0.001
H -2.347 -0.256 -2.341 0.000
H -2.875 -2.423 -2.532 0.002
H -2.480 -2.165 -0.771 0.001
H -0.655 -3.529 -2.615 0.001
H -1.403 -4.158 -1.129 -0.001
H 1.950 -3.063 -0.009 -0.001
H 1.615 -3.965 -1.455 0.001
H 0.972 -4.460 0.099 0.001